Entry 1:
{
  "formula": "C3HF5O2",
  "method": "ωB97M-V with the def2-TZVPD basis set",
  "e_homo_ev": [-9.446, -8.627],
  "relative_energy_ev": 1.3782,
  "charge": 0,
  "energy_ev": -20805.9489,
  "multiplicity": 1,
  "elements": ["C", "C", "C", "O", "O", "F", "F", "F", "F", "F", "H"],
  "coordinates": [[0.012, -1.147, 0.135], [-1.230, -0.476, 0.035], [1.468, 0.979, -0.037], [0.357, -1.625, 1.155], [-1.878, 0.110, -0.901], [0.493, -1.524, -1.097], [-1.724, -0.343, 1.279], [1.923, 0.853, 1.180], [0.961, 2.128, -0.311], [2.330, 0.558, -0.913], [-2.712, 0.488, -0.525]],
  "forces_ev_per_angstrom": [[-0.94, -0.79, -2.27], [0.67, -0.08, 2.78], [-0.89, -2.07, 0.34], [1.54, -0.75, 1.23], [-1.46, 0.97, -0.96], [0.19, 0.28, 0.32], [-0.74, 0.54, -0.69], [0.27, 0.50, 0.45], [-0.14, 1.54, -0.17], [0.65, 0.18, -0.58], [0.83, -0.32, -0.46]]
}

Entry 2:
{
  "formula": "C3HF5O3S",
  "method": "ωB97M-V with the def2-TZVPD basis set",
  "e_homo_ev": -10.342,
  "relative_energy_ev": 2.4003,
  "charge": 0,
  "energy_ev": -33688.1513,
  "multiplicity": 1,
  "elements": ["O", "C", "O", "S", "O", "F", "C", "F", "C", "F", "F", "F", "H"],
  "coordinates": [[-2.301, -0.491, -1.402], [-2.605, -0.126, -0.345], [-1.731, 0.441, 0.544], [-0.231, 0.763, 0.005], [-0.234, 1.560, -1.181], [-0.033, 1.884, 1.203], [0.645, -0.769, -0.032], [0.243, -1.313, 1.222], [2.120, -0.554, -0.017], [2.537, -0.993, -1.167], [2.751, -1.079, 1.020], [2.457, 0.766, -0.114], [-3.618, -0.091, 0.263]],
  "forces_ev_per_angstrom": [[-0.19, -0.80, -1.71], [-2.57, 0.40, 2.40], [1.91, 0.37, 0.53], [-0.09, 2.10, -0.38], [0.13, -1.03, 0.82], [-0.01, -1.47, -0.83], [-2.72, 1.05, 3.06], [0.33, -0.32, -1.01], [0.26, 1.67, -0.56], [1.52, -1.90, -1.34], [-0.05, -0.16, -0.35], [-0.09, 0.45, 0.99], [1.58, -0.36, -1.60]]
}

What is the charge in the second record? 0